# 1
{
  "formula": "C6H10O",
  "method": "wB97M-V/def2-TZVPD",
  "orbital_gap_ha": 0.373,
  "lumo_ev": 1.04,
  "smiles": "C/C=C/CCC=O",
  "species": ["C", "C", "C", "C", "C", "C", "O", "H", "H", "H", "H", "H", "H", "H", "H", "H", "H"],
  "coordinates": [[1.637, -1.572, 2.152], [0.867, -1.397, 0.871], [0.058, -0.302, 0.666], [-0.770, -0.088, -0.553], [-0.760, 1.529, -0.877], [-1.273, 1.805, -2.293], [-0.931, 2.854, -2.745], [2.186, -2.527, 2.049], [0.737, -1.744, 2.846], [2.417, -0.803, 2.340], [1.253, -2.044, 0.074], [-0.404, 0.308, 1.474], [-1.836, -0.462, -0.472], [-0.166, -0.633, -1.486], [0.268, 1.901, -0.938], [-1.444, 2.073, -0.223], [-1.840, 1.101, -2.884]]
}



# 2
{
  "formula": "C4H10NP",
  "method": "wB97M-V/def2-TZVPD",
  "orbital_gap_ha": 0.325,
  "lumo_ev": 0.94,
  "species": ["C", "C", "C", "C", "N", "P", "H", "H", "H", "H", "H", "H", "H", "H", "H", "H"],
  "coordinates": [[-0.713, -0.471, -0.242], [-0.501, -1.892, -0.462], [-2.008, 1.466, 0.271], [1.102, 0.499, 0.186], [-1.702, 0.191, -0.105], [2.576, -0.477, -0.324], [0.247, -2.027, -1.221], [-1.415, -2.418, -0.547], [-0.086, -2.488, 0.350], [-1.557, 1.747, 1.210], [-3.193, 1.482, 0.432], [-1.651, 2.147, -0.487], [0.980, 1.449, -0.444], [1.207, 0.774, 1.246], [3.304, -0.437, 0.936], [3.408, 0.454, -0.798]]
}



# 3
{
  "formula": "C2H9OS",
  "method": "wB97M-V/def2-TZVPD",
  "orbital_gap_ha": [0.277, 0.321],
  "lumo_ev": [0.31, 0.27],
  "multiplicity": 2,
  "s_squared": 0.7556,
  "species": ["O", "H", "H", "H", "C", "C", "S", "H", "H", "H", "H", "H", "H"],
  "coordinates": [[0.697, -0.421, 1.521], [0.131, 0.271, 1.928], [3.056, 4.085, 4.784], [1.415, -0.214, 2.203], [-1.301, -0.728, -2.824], [-1.248, -1.185, -1.317], [0.045, -2.080, -0.986], [-2.094, -1.322, -3.322], [-1.604, 0.353, -2.896], [-0.286, -1.150, -3.148], [2.578, 4.639, 4.736], [-2.092, -1.071, -0.620], [0.705, -1.178, -0.057]]
}



# 4
{
  "formula": "CsH6O3",
  "method": "wB97M-V/def2-TZVPD",
  "orbital_gap_ha": 0.417,
  "lumo_ev": -4.06,
  "charge": 1,
  "species": ["Cs", "O", "H", "H", "O", "H", "H", "O", "H", "H"],
  "coordinates": [[0.056, 0.922, -0.029], [1.145, -2.245, 0.059], [2.043, -2.100, -0.237], [0.601, -1.954, -0.673], [-1.179, 2.993, -2.188], [-1.614, 2.599, -2.944], [-0.276, 2.679, -2.241], [-0.565, -0.959, 2.509], [-0.313, -1.652, 3.119], [0.103, -0.283, 2.625]]
}



# 5
{
  "formula": "C4H11NO",
  "method": "wB97M-V/def2-TZVPD",
  "orbital_gap_ha": 0.379,
  "lumo_ev": 1.00,
  "smiles": "CO[C@@H](C)CN",
  "species": ["C", "O", "C", "C", "C", "N", "H", "H", "H", "H", "H", "H", "H", "H", "H", "H", "H"],
  "coordinates": [[-0.356, 0.240, 1.968], [-0.932, -0.397, 0.838], [0.107, -0.676, -0.111], [-0.597, -1.331, -1.287], [1.110, 0.397, -0.445], [0.501, 1.645, -0.901], [-0.218, 1.351, 1.756], [0.658, -0.242, 2.215], [-1.163, 0.153, 2.706], [0.688, -1.498, 0.402], [-1.188, -0.549, -1.856], [-1.345, -2.027, -0.903], [0.154, -1.792, -1.954], [1.867, -0.039, -1.152], [1.670, 0.629, 0.442], [1.269, 2.384, -1.043], [-0.028, 1.505, -1.763]]
}



# 6
{
  "formula": "C17H23N3O3",
  "method": "wB97M-V/def2-TZVPD",
  "orbital_gap_ha": 0.340,
  "lumo_ev": 0.92,
  "smiles": "COCC1CCN(Cc2nc(-c3ccc(OC)cc3)no2)CC1",
  "species": ["C", "O", "C", "C", "C", "C", "N", "C", "C", "N", "C", "C", "C", "C", "C", "O", "C", "C", "C", "N", "O", "C", "C", "H", "H", "H", "H", "H", "H", "H", "H", "H", "H", "H", "H", "H", "H", "H", "H", "H", "H", "H", "H", "H", "H", "H"],
  "coordinates": [[5.387, 3.377, -0.293], [4.631, 2.212, -0.113], [5.366, 1.036, -0.355], [4.470, -0.186, -0.148], [3.929, -0.237, 1.279], [2.992, -1.427, 1.456], [1.887, -1.329, 0.522], [0.864, -2.330, 0.771], [-0.424, -1.914, 0.156], [-1.415, -1.327, 0.745], [-2.326, -1.151, -0.265], [-3.609, -0.515, -0.071], [-4.494, -0.363, -1.134], [-5.717, 0.251, -0.949], [-6.075, 0.725, 0.312], [-7.247, 1.344, 0.606], [-8.186, 1.545, -0.424], [-5.186, 0.570, 1.380], [-3.968, -0.041, 1.192], [-1.896, -1.622, -1.409], [-0.658, -2.124, -1.146], [2.372, -1.363, -0.846], [3.283, -0.170, -1.108], [5.758, 3.459, -1.323], [4.727, 4.215, -0.078], [6.247, 3.405, 0.390], [6.230, 0.987, 0.328], [5.755, 1.043, -1.387], [5.079, -1.079, -0.339], [3.380, 0.684, 1.472], [4.750, -0.313, 1.996], [2.587, -1.423, 2.470], [3.557, -2.368, 1.312], [1.144, -3.325, 0.380], [0.696, -2.400, 1.848], [-4.209, -0.732, -2.106], [-6.384, 0.356, -1.790], [-9.027, 2.058, 0.041], [-8.530, 0.595, -0.846], [-7.777, 2.172, -1.223], [-5.482, 0.943, 2.348], [-3.276, -0.162, 2.011], [1.519, -1.326, -1.525], [2.924, -2.303, -1.045], [3.628, -0.198, -2.143], [2.724, 0.752, -0.950]]
}



# 7
{
  "formula": "C3H8NO2S",
  "method": "wB97M-V/def2-TZVPD",
  "orbital_gap_ha": 0.253,
  "lumo_ev": 3.84,
  "charge": -1,
  "species": ["C", "C", "S", "C", "N", "O", "H", "H", "H", "H", "H", "H", "H", "H", "O"],
  "coordinates": [[1.133, 0.278, 0.929], [-0.069, 1.306, 1.045], [-0.350, 2.213, -0.587], [0.828, -1.213, 0.855], [-0.264, -1.767, 0.184], [1.744, -1.873, 1.355], [1.951, 0.422, 1.886], [1.897, 0.521, 0.108], [0.065, 2.083, 1.813], [-1.000, 0.676, 1.176], [-0.291, -2.659, -0.077], [-0.951, -1.164, -0.272], [-1.243, 0.503, -3.448], [-1.612, 0.692, -2.144], [-1.836, -0.019, -2.821]]
}



# 8
{
  "formula": "C31H21ClN5O9SeV",
  "method": "wB97M-V/def2-TZVPD",
  "orbital_gap_ha": [0.205, 0.292],
  "lumo_ev": [2.25, 2.09],
  "charge": -1,
  "multiplicity": 4,
  "s_squared": 3.7953,
  "species": ["V", "O", "C", "O", "C", "C", "Cl", "N", "N", "C", "C", "O", "O", "C", "C", "C", "C", "C", "C", "H", "H", "H", "H", "H", "H", "C", "C", "O", "C", "C", "C", "C", "C", "C", "O", "H", "H", "H", "H", "H", "H", "H", "Se", "N", "C", "C", "C", "C", "N", "C", "N", "H", "H", "H", "O", "C", "C", "C", "C", "C", "C", "C", "O", "O", "H", "H", "H", "H", "H"],
  "coordinates": [[1.145, -0.104, -0.435], [5.483, 0.079, 3.455], [4.328, 0.164, 4.077], [4.256, 0.253, 5.278], [3.071, 0.137, 3.245], [1.798, 0.218, 3.767], [1.308, 0.463, 5.370], [0.906, 0.134, 2.763], [1.543, -0.007, 1.589], [2.840, 0.012, 1.858], [3.769, -0.041, 0.647], [4.985, -0.023, 0.813], [3.176, -0.102, -0.478], [-0.531, 0.298, 2.840], [-1.093, 1.359, 2.160], [-2.464, 1.539, 2.219], [-3.250, 0.675, 2.972], [-2.666, -0.382, 3.655], [-1.294, -0.582, 3.581], [5.379, 0.029, 2.456], [-0.461, 2.014, 1.572], [-2.921, 2.341, 1.652], [-4.323, 0.820, 3.013], [-3.276, -1.065, 4.235], [-0.827, -1.427, 4.070], [1.387, 0.531, -4.560], [1.333, 0.926, -3.123], [1.192, 0.002, -2.312], [1.414, 2.313, -2.723], [1.554, 3.308, -3.710], [1.583, 4.639, -3.394], [1.467, 5.005, -2.038], [1.339, 4.061, -1.054], [1.313, 2.682, -1.359], [1.217, 1.823, -0.373], [1.341, -0.553, -4.619], [2.304, 0.891, -5.031], [0.531, 0.958, -5.089], [1.636, 3.011, -4.751], [1.686, 5.390, -4.167], [1.482, 6.056, -1.766], [1.258, 4.337, -0.009], [-1.608, -3.789, -2.682], [-0.645, -5.078, -1.878], [0.282, -4.439, -1.189], [1.281, -5.076, -0.420], [2.208, -4.275, 0.251], [2.142, -2.911, 0.182], [1.198, -2.189, -0.520], [0.270, -2.951, -1.254], [-0.648, -2.421, -2.013], [1.318, -6.158, -0.378], [2.999, -4.718, 0.844], [2.883, -2.341, 0.711], [-2.522, -2.003, 0.611], [-3.429, -1.211, 0.021], [-4.769, -1.564, 0.191], [-5.769, -0.788, -0.362], [-5.459, 0.349, -1.113], [-4.126, 0.686, -1.296], [-3.099, -0.072, -0.737], [-1.681, 0.378, -0.937], [-1.417, 1.270, -1.723], [-0.797, -0.245, -0.170], [-1.642, -1.618, 0.429], [-4.996, -2.454, 0.771], [-6.805, -1.071, -0.209], [-6.247, 0.955, -1.547], [-3.837, 1.553, -1.880]]
}